Molecular formula: C28H24BrN5O2Sr
Method: DFT, ωB97M-V with the def2-TZVPD basis set

```
! wB97M-V def2-TZVPD RIJCOSX def2/J DEFGRID3
* xyz 0 1
Sr 0.329 -0.002 0.343
O -6.486 -0.247 -0.763
C -5.987 -0.248 0.380
O -6.461 -0.539 1.497
C -4.538 0.223 0.428
C -3.855 0.539 -0.736
C -2.511 0.862 -0.670
N -1.867 0.913 0.510
C -2.533 0.669 1.653
C -3.864 0.312 1.642
C -1.703 0.799 2.925
C -2.297 0.733 4.171
C -1.507 0.902 5.298
C -0.153 1.131 5.148
C 0.370 1.157 3.869
N -0.375 0.987 2.766
C -1.658 1.210 -1.889
C -2.132 1.031 -3.177
C -1.348 1.468 -4.235
C -0.123 2.054 -3.980
C 0.299 2.143 -2.665
N -0.440 1.729 -1.630
H -4.424 0.504 -1.658
H -4.438 0.069 2.528
H -3.362 0.574 4.261
H -1.954 0.865 6.284
H 0.497 1.282 5.999
H 1.430 1.313 3.709
H -3.100 0.583 -3.351
H -1.702 1.352 -5.253
H 0.516 2.415 -4.775
H 1.276 2.543 -2.429
N -0.577 -2.076 1.723
C -1.084 -3.227 0.928
C -1.777 -2.741 -0.327
N -0.825 -1.984 -1.181
H -0.053 -2.392 2.532
H -1.378 -1.570 2.098
H -1.768 -3.855 1.495
H -0.225 -3.843 0.660
H -2.604 -2.074 -0.066
H -2.216 -3.595 -0.841
H -1.313 -1.608 -1.988
H -0.110 -2.609 -1.542
Br 3.111 -0.556 2.045
C 4.345 0.006 0.682
C 5.605 0.277 1.106
C 6.590 0.600 0.134
C 6.269 0.581 -1.188
C 4.947 0.275 -1.618
C 4.631 0.186 -3.005
C 3.365 -0.130 -3.393
C 2.341 -0.289 -2.412
C 2.543 -0.202 -1.051
C 3.914 0.026 -0.681
H 5.856 0.229 2.157
H 7.598 0.833 0.455
H 7.023 0.789 -1.941
H 5.419 0.350 -3.733
H 3.137 -0.235 -4.451
H 1.335 -0.496 -2.799
*
```

Results
DFT total energy = -4110.4709 hartree

Atom charges from the natural (NBO) analysis, given in e for atoms 1 to 8:
1. Sr 1.761
2. O -0.725
3. C 0.716
4. O -0.728
5. C -0.021
6. C -0.221
7. C 0.152
8. N -0.588